1.
Formula: C8H13BNO9PS
Source: OMol25
Level of theory: ωB97M-V/def2-TZVPD

ORCA input file:
```
! wB97M-V def2-TZVPD RIJCOSX def2/J DEFGRID3
* xyz 0 1
C 0.61813 -3.33879 -1.43081
C 1.60994 -2.28478 -1.89518
C 0.91079 -1.03748 -2.45816
C -0.29554 -0.52767 -1.66997
S 2.01648 0.36559 -2.51636
O 3.38827 -0.24312 -3.05161
P 2.68980 0.91492 -0.43098
N 4.20136 1.22033 -0.56168
H -0.15018 -3.51204 -2.18162
H 1.14218 -4.27972 -1.28556
H 0.13708 -3.07963 -0.49381
H 2.21591 -2.71250 -2.69122
H 2.29243 -2.00823 -1.09277
H 0.60827 -1.24765 -3.48086
H -0.32065 -0.94900 -0.67862
H -1.20981 -0.74951 -2.20820
H -0.28328 0.55715 -1.53611
H 3.78621 0.40956 -3.64154
H 1.89151 2.02271 -0.17750
H 2.29840 -0.12793 0.40295
H 4.75191 0.56230 -0.02121
B -2.49826 1.55093 2.56230
O -1.56599 0.37205 2.63893
C -0.60548 0.53228 1.78719
O 0.32251 -0.20298 1.54520
C -0.81464 1.87008 1.03949
O -0.08150 2.27790 0.16913
O -1.89501 2.42318 1.50209
O -3.84625 1.13183 2.20313
C -4.69904 1.52006 3.15700
O -5.87351 1.33376 3.16887
C -3.86666 2.25566 4.24272
O -4.28350 2.74029 5.24518
O -2.59189 2.24046 3.83960
*
```

**HOMO-LUMO gap**: 0.2976 Eh
**Relative energy (zero: lowest compared OMol25 entry of this formula, charge and spin)**: 3.7 kcal per mole
**HOMO**: -9.4 eV
**Electronic energy**: -1809.07760 Ha



2.
Formula: C2H3CsLiO3
Source: OMol25
Level of theory: ωB97M-V/def2-TZVPD

ORCA input file:
```
! wB97M-V def2-TZVPD RIJCOSX def2/J DEFGRID3
* xyz 0 2
O -0.46689 1.78187 -0.41532
C -1.27920 0.90540 -0.15156
C -0.90036 -0.39341 0.50042
O 0.01070 -0.93626 -0.36386
O 2.85218 0.07996 -0.06570
Cs 2.88019 -2.41762 -0.62573
Li 1.42529 1.29049 -0.25956
H -2.19855 0.84807 -0.77149
H -1.83939 -0.97297 0.64008
H -0.48398 -0.18553 1.51271
*
```

**HOMO-LUMO gap (spin up / spin down)**: 0.2603 / 0.2590 Eh
**Relative energy (zero: lowest compared OMol25 entry of this formula, charge and spin)**: 12.2 kcal per mole
**HOMO (spin up / spin down)**: -7.4 / -7.3 eV
**Electronic energy**: -331.32462 Ha



3.
Formula: C27H21Cl5N3O3Pt
Source: OMol25
Level of theory: ωB97M-V/def2-TZVPD

ORCA input file:
```
! wB97M-V def2-TZVPD RIJCOSX def2/J DEFGRID3
* xyz 1 1
Pt -0.03938 0.83831 -0.05845
O -3.56835 1.46936 1.75231
C -2.44325 1.15990 1.44071
O -1.66613 1.84225 0.64882
C -1.80852 -0.08533 1.98129
C -2.39654 -0.77576 3.01878
C -1.77514 -1.91225 3.50755
C -0.59353 -2.31707 2.91303
C -0.06553 -1.57837 1.87017
N -0.65207 -0.47364 1.40947
H -3.32741 -0.39138 3.41103
H -2.20173 -2.46738 4.33187
H -0.06491 -3.19936 3.24507
H 0.84698 -1.87757 1.39367
C 3.02544 0.95599 -1.74635
N 2.33033 1.95098 -1.62428
C 1.90913 2.93111 -2.47548
C 0.57926 3.06602 -2.47082
C -0.25259 3.92289 -3.28579
C -1.52503 3.68588 -2.91924
C -1.47580 2.68812 -1.87554
N -0.25356 2.30987 -1.59595
C 1.07652 -0.76603 -0.91319
C 0.40232 -1.81737 -1.43432
C 0.65543 -3.21950 -1.44186
C 1.56068 -3.88676 -0.67424
C 2.45928 -3.27523 0.24085
C 2.82210 -1.99891 0.35075
H 3.28614 -1.17284 -1.67790
H 3.69879 0.59141 -2.54838
H 2.57083 3.48292 -3.13407
H 0.11431 4.61393 -4.02768
H -2.42449 4.14400 -3.29560
H -2.31357 2.27889 -1.33731
H -0.56141 -1.52795 -1.84776
H -0.03560 -3.81635 -2.02426
H 1.53232 -4.96846 -0.67423
H 2.89871 -3.95043 0.97614
H 4.12503 -0.25623 -0.21282
Cl 0.68888 2.79591 2.68803
C 2.19308 2.01085 2.78151
C 2.70673 0.99701 1.82008
C 2.03251 0.53132 0.75753
Cl 2.84641 -0.50873 -0.55551
C 4.06272 0.67939 2.33274
Cl 5.17183 -0.45556 1.68838
C 4.30304 1.41806 3.42695
Cl 5.70941 1.42745 4.37013
C 3.13048 2.25329 3.70901
Cl 3.03659 3.33243 5.01309
C -3.98281 -2.10379 -2.44588
C -3.62646 -0.89649 -1.62131
C -4.76991 -0.10736 -1.05001
O -2.46519 -0.58322 -1.43216
H -4.54563 -2.81307 -1.83578
H -3.08731 -2.58124 -2.83560
H -4.63536 -1.81306 -3.27086
H -5.42869 0.22068 -1.85671
H -4.41897 0.74751 -0.47828
H -5.37040 -0.74900 -0.40136
*
```

**HOMO-LUMO gap (spin up / spin down)**: 0.1845 / 0.1834 Eh
**Relative energy (zero: lowest compared OMol25 entry of this formula, charge and spin)**: 462.9 kcal per mole
**HOMO (spin up / spin down)**: -9.5 / -9.5 eV
**Electronic energy**: -3850.81319 Ha



4.
Formula: C3H10N2O
Source: OMol25
Level of theory: ωB97M-V/def2-TZVPD

ORCA input file:
```
! wB97M-V def2-TZVPD RIJCOSX def2/J DEFGRID3
* xyz 0 1
C -0.60376 -2.76347 -1.07761
N -0.03405 -1.42728 -1.16588
C -0.96508 -0.32960 -0.78088
O -0.49827 1.00654 -1.14873
H -0.84313 -2.96500 -0.00309
H 0.17041 -3.52028 -1.31089
H -1.56185 -2.99127 -1.70718
H 0.32544 -1.24480 -2.13354
H -1.96090 -0.45739 -1.22845
H -1.00740 -0.35711 0.32475
H 0.35118 1.10047 -0.68243
C 1.18305 2.52077 2.24126
N 0.97873 1.26065 2.22809
H 0.32293 3.20164 2.36691
H 2.11083 3.03978 1.95427
H 1.78067 0.74183 1.87733
*
```

**HOMO-LUMO gap**: 0.3696 Eh
**Relative energy (zero: lowest compared OMol25 entry of this formula, charge and spin)**: 55.2 kcal per mole
**HOMO**: -9.0 eV
**SMILES string**: CNCO.C=N
**Electronic energy**: -304.98662 Ha



5.
Formula: C7H11PS
Source: OMol25
Level of theory: ωB97M-V/def2-TZVPD

ORCA input file:
```
! wB97M-V def2-TZVPD RIJCOSX def2/J DEFGRID3
* xyz 0 1
C -2.29348 -1.23603 0.31734
C -2.67674 -0.00937 0.70702
C -0.32389 -0.35536 -0.80021
C -1.41184 -1.37776 -0.82311
C -2.39264 1.24655 -0.08653
C 3.69916 0.15772 0.63881
C 2.36146 0.58845 -0.01651
P 1.55495 -0.99008 -0.55982
S -0.66250 1.27249 -0.71117
H -2.17658 -2.08886 0.92586
H -3.41280 0.24177 1.43524
H -1.07169 -2.42995 -1.16417
H -2.03341 -1.08841 -1.79754
H -3.03188 1.37693 -0.94342
H -2.54671 2.17938 0.49256
H 3.51513 -0.65158 1.43572
H 4.54697 -0.10949 -0.04933
H 3.87614 1.04808 1.15209
H 2.63038 1.12027 -0.93547
H 1.84995 1.10526 0.78264
*
```

**HOMO-LUMO gap (spin up / spin down)**: 0.2619 / 0.2621 Eh
**Relative energy (zero: lowest compared OMol25 entry of this formula, charge and spin)**: 59.1 kcal per mole
**HOMO (spin up / spin down)**: -7.1 / -7.1 eV
**SMILES string**: CC/P=C1/CC=CCS1
**Electronic energy**: -1012.72796 Ha



6.
Formula: C3H4BrClO
Source: OMol25
Level of theory: ωB97M-V/def2-TZVPD

ORCA input file:
```
! wB97M-V def2-TZVPD RIJCOSX def2/J DEFGRID3
* xyz 0 1
C 0.44885 0.39540 0.29757
C 0.48406 1.59063 -0.12952
C -0.53316 -0.68662 0.06129
O 0.65679 2.65637 -0.46850
Cl 2.72751 0.57022 2.79077
Br -2.63261 -2.01560 -3.85192
H 1.20093 0.39533 1.20396
H -1.49647 -0.29936 -0.41112
H -0.73174 -1.10388 1.05267
H -0.12417 -1.50249 -0.54520
*
```

**HOMO-LUMO gap (spin up / spin down)**: 0.1734 / 0.1894 Eh
**Relative energy (zero: lowest compared OMol25 entry of this formula, charge and spin)**: 97.3 kcal per mole
**HOMO (spin up / spin down)**: -9.0 / -9.0 eV
**Electronic energy**: -3225.99401 Ha